{
  "formula": "C27H48BrMnN8O6P2S",
  "method": "ωB97M-V with the def2-TZVPD basis set",
  "gap_ev": [3.755, 3.584],
  "spin_multiplicity": 5,
  "e_above_lowest_kcal_mol": 15.7,
  "total_charge": 2,
  "e_tot_ev": -183755.0355,
  "homo_energy_ha": [-0.479, -0.480],
  "s_squared": 6.058,
  "max_force_ev_per_a": 0.63,
  "symbols": ["Mn", "C", "N", "C", "P", "O", "O", "P", "O", "N", "C", "C", "N", "C", "C", "N", "C", "C", "H", "H", "H", "H", "H", "H", "H", "H", "H", "H", "H", "H", "H", "H", "H", "H", "H", "H", "H", "H", "H", "H", "H", "H", "Br", "C", "C", "C", "C", "C", "C", "C", "O", "O", "H", "H", "H", "H", "N", "C", "S", "N", "C", "C", "C", "C", "C", "C", "H", "H", "H", "H", "H", "H", "H", "H", "C", "N", "C", "C", "O", "N", "C", "C", "H", "H", "H", "H", "H", "H", "H", "H", "H", "H", "H", "H"],
  "positions_angstrom": [[-0.0193, 0.4175, 0.5067], [-2.3133, -3.1101, -2.0035], [-1.1329, -2.4655, -2.5944], [-1.1095, -2.5129, -4.0556], [0.1690, -2.3151, -1.6309], [-0.1330, -1.7129, -0.3091], [1.1086, -1.3172, -2.5168], [1.8878, -0.0004, -2.0729], [1.4254, 0.5003, -0.7273], [1.5075, 1.0558, -3.2368], [1.9433, 2.4450, -3.0193], [1.3068, 0.7142, -4.6476], [3.4652, -0.3340, -1.9745], [4.2227, -0.6501, -3.1872], [4.2290, -0.3669, -0.7356], [0.9808, -3.7149, -1.4703], [1.9747, -3.8646, -0.4065], [1.2627, -4.5444, -2.6430], [-2.3145, -4.1865, -2.1911], [-3.2053, -2.6703, -2.4493], [-2.3457, -2.9292, -0.9326], [-1.2094, -3.5350, -4.4277], [-0.1906, -2.0843, -4.4428], [-1.9499, -1.9338, -4.4420], [1.9128, 2.6917, -1.9607], [1.2416, 3.1000, -3.5348], [2.9479, 2.6159, -3.4143], [1.0285, -0.3291, -4.7581], [2.2093, 0.9102, -5.2311], [0.4970, 1.3294, -5.0404], [3.5772, -0.6525, -4.0624], [4.6714, -1.6410, -3.0998], [5.0157, 0.0822, -3.3452], [3.5877, -0.1123, 0.1020], [5.0513, 0.3491, -0.7838], [4.6531, -1.3644, -0.5818], [1.7135, -3.2426, 0.4461], [2.9756, -3.5943, -0.7634], [1.9980, -4.9072, -0.0906], [0.4473, -4.5084, -3.3576], [1.3762, -5.5790, -2.3221], [2.1853, -4.2325, -3.1425], [-2.7266, 3.9288, -6.7000], [-2.2916, 3.2273, -5.0142], [-2.3856, 1.8567, -4.8043], [-2.0576, 1.3409, -3.5620], [-1.6295, 2.1897, -2.5471], [-1.5455, 3.5598, -2.7663], [-1.8831, 4.0868, -4.0037], [-1.2366, 1.6128, -1.2465], [-0.4934, 2.2413, -0.4314], [-1.5562, 0.4196, -0.9531], [-2.7200, 1.2119, -5.6054], [-2.1268, 0.2787, -3.3625], [-1.2136, 4.2105, -1.9677], [-1.8338, 5.1512, -4.1846], [3.8215, -0.6719, 2.7413], [2.5858, -0.2535, 3.0280], [1.2824, -0.9833, 2.1605], [2.4843, 0.6917, 3.9581], [1.3662, 1.1141, 4.7560], [0.4502, 0.2136, 5.2778], [-0.4869, 0.6698, 6.1941], [-0.5111, 2.0027, 6.5834], [0.4087, 2.8931, 6.0481], [1.3508, 2.4494, 5.1331], [3.9213, -1.3929, 2.0463], [4.6018, -0.4975, 3.3572], [3.3548, 1.1255, 4.2399], [0.5000, -0.8353, 5.0229], [-1.1717, -0.0371, 6.6441], [-1.2280, 2.3418, 7.3192], [0.4103, 3.9300, 6.3558], [2.0877, 3.1360, 4.7332], [-4.0964, 1.5589, 3.7369], [-2.6830, 1.4951, 3.3583], [-1.9841, 2.7781, 3.3751], [-2.1693, 0.4831, 2.6541], [-1.2030, 0.7714, 1.8611], [-2.6532, -0.7598, 2.7297], [-2.3185, -1.7433, 1.7050], [-3.2670, -1.3051, 3.9407], [-4.4856, 2.5228, 3.4108], [-4.2312, 1.4769, 4.8153], [-4.6665, 0.7825, 3.2372], [-2.2943, 3.3136, 4.2684], [-2.2361, 3.3683, 2.4925], [-0.9109, 2.6235, 3.4175], [-2.2501, -1.2719, 0.7285], [-3.1227, -2.4770, 1.6769], [-1.3811, -2.2523, 1.9363], [-3.1024, -0.6424, 4.7831], [-2.7867, -2.2593, 4.1590], [-4.3357, -1.4752, 3.8138]],
  "atomic_forces_ev_per_a": [[-0.0659, -0.3863, -0.4891], [0.0593, 0.0747, -0.0958], [0.0437, -0.2767, -0.0873], [-0.0543, 0.1073, 0.0790], [-0.3792, 0.1971, -0.0679], [0.2940, -0.1310, 0.3559], [0.0958, 0.0537, -0.0493], [-0.4901, 0.1331, 0.0619], [0.4339, -0.2007, 0.2928], [0.1362, 0.0385, -0.2525], [-0.0485, -0.0564, -0.0669], [-0.0800, 0.0905, 0.0826], [0.2424, 0.0898, 0.0041], [0.0122, -0.0044, 0.0678], [0.0339, -0.1085, -0.0180], [0.0935, -0.1594, 0.0185], [-0.0095, 0.0256, -0.0269], [0.0158, -0.0179, 0.0568], [-0.0236, -0.0107, 0.0021], [-0.0145, -0.0042, 0.0038], [0.0372, -0.0117, 0.0146], [0.0057, -0.0248, 0.0098], [0.0278, -0.0207, 0.0014], [0.0028, 0.0075, -0.0108], [-0.0003, -0.0206, 0.0255], [0.0051, 0.0103, -0.0019], [-0.0008, 0.0011, -0.0086], [0.0089, -0.0142, 0.0178], [0.0106, -0.0006, -0.0100], [-0.0053, -0.0028, -0.0123], [-0.0446, 0.0132, -0.0146], [0.0040, -0.0075, 0.0027], [0.0066, 0.0088, 0.0106], [-0.0334, 0.0251, -0.0171], [0.0017, 0.0162, -0.0094], [-0.0085, 0.0083, 0.0112], [-0.0186, -0.0005, -0.0265], [0.0021, 0.0119, 0.0021], [-0.0042, -0.0049, 0.0050], [-0.0729, 0.0394, -0.0145], [0.0076, -0.0033, 0.0077], [0.0027, -0.0026, 0.0022], [-0.0302, 0.0408, -0.1038], [0.0042, -0.0255, 0.0259], [0.0118, -0.0295, 0.0594], [-0.0963, -0.0030, -0.0555], [-0.1187, 0.1351, 0.1447], [0.0572, 0.0821, -0.0920], [0.0246, -0.0479, 0.1119], [-0.0192, -0.0985, 0.1156], [0.0320, 0.0832, 0.0395], [0.2831, 0.1005, -0.0668], [0.0063, -0.0021, 0.0024], [-0.0011, 0.0143, -0.0081], [-0.0051, -0.0102, 0.0028], [0.0084, -0.0015, -0.0022], [-0.0157, -0.1392, 0.0136], [-0.1444, 0.2532, -0.0591], [0.1394, -0.0574, -0.0558], [-0.0242, 0.0609, 0.0331], [0.1415, 0.0218, -0.1257], [0.0191, -0.0278, 0.0393], [-0.0410, 0.0001, -0.0357], [-0.0057, 0.0103, -0.0437], [0.0008, -0.0131, 0.0160], [-0.0483, 0.0513, 0.0077], [0.0145, 0.0274, -0.0021], [-0.0068, 0.0069, 0.0006], [-0.0121, -0.0559, 0.0283], [0.0062, -0.0194, -0.0424], [-0.0293, 0.0017, -0.0157], [0.0028, -0.0117, -0.0011], [-0.0102, -0.0014, -0.0005], [-0.0059, -0.0084, -0.0124], [0.0647, -0.0365, 0.0331], [-0.1545, -0.0445, 0.1303], [0.0166, -0.0602, 0.0044], [0.0094, 0.0779, -0.3963], [-0.2141, 0.1423, 0.2201], [-0.0586, -0.0557, 0.1794], [-0.0718, 0.0717, 0.0666], [0.0415, 0.0419, -0.0469], [-0.0082, -0.0036, 0.0043], [0.0066, -0.0053, 0.0056], [0.0127, -0.0526, -0.0100], [-0.0044, 0.0282, 0.0241], [0.0257, 0.0098, -0.0159], [0.0037, -0.0077, -0.0146], [-0.0049, 0.0205, 0.0479], [-0.0052, -0.0117, 0.0003], [-0.0118, -0.0146, -0.0347], [0.0029, 0.0798, 0.0330], [-0.0060, 0.0024, 0.0100], [-0.0114, -0.0010, -0.0152]]
}